Record 1
54
Properties=species:S:1:pos:R:3:forces:R:3 method="wB97M-V/def2-TZVPD" total_charge=+2 e_tot_ha=-3396.02391 gap_ev="7.03 / 6.53" e_homo_ev="-14.894 / -14.904" largest_force_ev_per_a=5.0 s_squared=0.761 multiplicity=2
Cu 0.239828 0.107784 -0.012841 4.226 1.043 2.369
S 1.013267 -1.299403 -1.903491 1.768 -0.353 -0.514
S 0.957755 0.568690 2.284861 0.861 0.906 -0.453
C 2.463916 -2.347997 -1.538150 -0.273 0.238 -0.212
C 1.812235 0.152023 -2.700909 -0.232 -0.380 0.062
C 2.614134 1.007475 -1.745632 0.084 -0.116 0.020
N 1.785456 1.551598 -0.647093 -0.682 -0.270 0.177
C 2.589505 2.011925 0.506328 0.101 -0.036 0.084
C 1.765515 2.139388 1.768095 -0.159 -0.256 0.148
H 0.993611 0.711642 -3.149760 0.041 0.025 -0.088
H 2.443661 -0.202143 -3.513215 0.008 -0.031 -0.036
H 3.108510 1.807766 -2.302573 -0.030 0.060 0.040
H 3.401941 0.409674 -1.294050 0.074 -0.055 0.051
H 3.077471 2.966883 0.294076 -0.028 0.006 -0.058
H 3.382721 1.285099 0.661384 0.084 -0.081 -0.006
H 0.947778 2.847089 1.644965 -0.091 0.075 -0.003
H 2.382701 2.498126 2.589425 0.011 -0.006 0.065
C 2.401985 -0.412186 2.828891 -0.342 -0.040 -0.358
H 1.270909 2.348868 -1.008909 -0.031 0.097 0.005
H 3.110630 -0.569962 2.023090 0.049 0.029 -0.073
H 2.014315 -1.372173 3.153310 -0.081 -0.099 0.053
H 2.882913 0.079544 3.668949 -0.095 0.170 0.036
H 2.080789 -3.244454 -1.061889 -0.053 -0.097 0.028
H 3.158480 -1.858702 -0.863890 0.044 0.070 0.041
H 2.961306 -2.622561 -2.463429 0.023 -0.031 -0.050
C -2.609569 4.531489 -2.158781 0.141 -0.086 0.058
C -3.542521 3.663349 -1.801000 0.059 -0.048 0.121
H -2.183908 4.535022 -3.154182 -0.051 0.054 -0.103
H -2.229893 5.277540 -1.472299 -0.063 0.037 0.004
H -3.922123 2.917237 -2.487456 -0.118 0.130 -0.012
H -3.968182 3.659816 -0.805599 -0.051 0.060 -0.004
C -1.226645 -3.270519 4.533073 0.163 0.064 -0.422
C -0.637972 -4.047799 3.530149 -0.106 0.649 -0.119
C -0.329678 -3.480524 2.286119 0.041 0.274 0.318
C -0.592767 -2.123833 2.045411 -0.259 -1.953 1.729
C -1.213900 -1.361110 3.053963 0.037 -0.041 -0.303
C -1.517088 -1.927747 4.293060 0.309 -0.364 -0.469
N -0.413832 -1.575251 0.744518 -3.063 1.892 -2.467
N -1.418400 -1.770385 -0.001661 -1.188 -0.273 0.448
C -1.798458 -0.877768 -1.087382 0.408 0.322 -0.945
C -2.874741 -1.178601 -1.924971 0.287 -0.188 0.437
C -3.193627 -0.293451 -2.962132 0.644 0.504 0.269
C -2.446089 0.877167 -3.144513 -0.143 -0.633 0.132
C -1.388334 1.161847 -2.276950 -0.743 -1.818 0.594
N -1.097033 0.277300 -1.289627 -1.826 0.677 -0.780
H -1.477640 -3.711473 5.488898 0.038 -0.019 -0.039
H -0.438038 -5.095128 3.712625 0.025 0.025 -0.083
H 0.096629 -4.098401 1.506812 0.016 0.012 -0.041
H -1.497545 -0.332445 2.873201 -0.020 -0.065 -0.066
H -1.998053 -1.328943 5.056752 0.025 0.007 -0.105
H -3.449148 -2.085065 -1.783863 0.087 -0.003 0.084
H -4.016512 -0.515488 -3.628134 0.009 -0.036 0.032
H -2.684162 1.555051 -3.954023 0.048 -0.011 0.058
H -0.792103 2.054119 -2.409550 0.018 -0.035 0.346

Record 2
63
Properties=species:S:1:pos:R:3:forces:R:3 method="wB97M-V/def2-TZVPD" total_charge=-1 e_tot_ha=-2623.36210 gap_ev=8.54 e_homo_ev=-6.529 largest_force_ev_per_a=4.4
O 4.272034 0.149989 3.629211 0.065 0.235 -0.063
C 3.761994 0.587180 2.649726 -0.417 0.266 -0.495
O 4.478759 1.113852 1.561742 -2.298 -1.711 0.667
C 3.394216 1.443424 0.655789 -1.209 3.374 -0.406
C 3.673014 1.811297 -0.823116 1.308 -3.454 -1.450
C 4.506684 0.595105 -1.575664 2.478 1.116 2.164
C 6.055220 0.474938 -1.119954 -3.853 -2.017 0.200
O 4.924685 -0.519327 -0.734607 -0.029 1.346 -2.748
C 2.096796 0.638563 1.030695 1.842 -0.464 -0.387
C 2.020886 -0.886869 0.700063 -1.288 -1.094 -0.328
C 1.515301 -1.793740 1.902815 -0.334 -0.736 -0.537
C 1.253561 -3.288769 1.420590 0.637 0.711 0.433
O 0.392458 -4.000719 2.335979 0.035 0.506 -0.231
C 0.891528 1.486229 0.531056 -0.882 0.199 1.071
C -0.404159 1.364054 1.455108 0.381 0.685 -0.609
C -1.181810 2.726237 1.304880 -0.907 -0.185 -0.503
C -2.740561 2.616912 1.497127 0.164 0.858 -0.784
C -3.419223 1.547943 0.541582 0.155 -0.112 1.205
C -4.165994 0.470927 1.429674 -0.438 -0.276 -0.863
C -5.751841 0.591612 1.306118 1.562 -0.155 -0.013
S -6.439645 -1.066765 0.887387 -0.335 -0.068 -0.817
C -5.787039 -1.502788 -0.728177 1.525 -0.838 -2.066
N -5.401376 -2.693367 -1.183904 -0.963 0.610 2.544
N -4.994806 -2.642345 -2.485215 -0.844 3.767 -0.052
C -5.129763 -1.344164 -2.789821 0.410 -1.760 -0.228
O -5.598292 -0.576983 -1.768197 -0.116 -0.832 0.146
O 2.369738 0.633636 2.483025 1.545 0.787 -0.210
H 3.108595 2.455425 1.088874 -0.010 -0.848 -0.572
H 2.717609 1.805510 -1.400104 0.524 0.466 0.754
H 4.271080 2.736075 -0.988812 -0.677 -0.614 0.397
H 4.273540 0.398234 -2.680234 0.250 0.068 1.824
H 6.724581 0.099553 -1.921472 -0.239 0.131 1.009
H 6.318499 0.632376 -0.053998 0.618 1.245 -1.312
H 2.965221 -1.358474 0.339011 -0.434 0.841 0.203
H 1.262918 -1.028793 -0.117409 0.925 0.192 0.575
H 2.273514 -1.878324 2.721353 -0.844 0.406 -0.519
H 0.523042 -1.442292 2.306205 1.039 0.010 -0.213
H 0.847030 -3.334376 0.380198 0.362 0.068 0.718
H 2.243819 -3.810317 1.496679 -0.984 0.225 -0.434
H -0.409041 -3.471395 2.490531 0.481 -0.210 -0.225
H 1.115124 2.591404 0.504665 0.277 -1.121 0.207
H 0.626643 1.222390 -0.530543 0.360 -0.140 1.096
H -1.002938 0.491554 1.087502 0.354 0.764 0.499
H -0.146485 1.220085 2.532721 -0.055 -0.075 -0.890
H -1.022258 3.122407 0.259861 -0.095 -0.437 0.927
H -0.814701 3.526922 1.995952 0.024 -0.813 -0.452
H -3.180986 3.617611 1.213092 0.519 -0.811 0.424
H -2.995093 2.485547 2.581588 0.172 -0.234 -0.960
H -4.140478 2.075459 -0.135484 0.591 -0.598 0.549
H -2.659648 1.035630 -0.106609 -0.645 0.584 0.586
H -3.890475 0.536757 2.509637 -0.072 0.090 -0.904
H -3.887191 -0.567201 1.102928 -0.150 0.994 0.270
H -6.021625 1.362571 0.547327 -0.028 -0.686 0.669
H -6.140980 0.860026 2.321283 -0.194 -0.389 -1.084
H -4.895081 -0.915500 -3.788385 -0.239 -0.083 1.241
C 0.917431 -2.408721 -3.887162 0.006 -0.872 -0.101
F -0.246939 -2.993663 -3.538066 0.158 0.407 0.017
F 1.885765 -3.054478 -3.203748 -0.124 0.405 -0.022
F 1.113133 -2.701152 -5.189431 -0.020 0.371 0.230
S 0.917583 -0.585380 -3.563471 -0.059 1.560 -0.160
O 0.697533 -0.466752 -2.129298 -0.009 -0.456 -0.150
O -0.170679 -0.064913 -4.367469 0.068 -0.623 0.064
O 2.229571 -0.129867 -3.991626 -0.041 -0.577 0.098

Record 3
51
Properties=species:S:1:pos:R:3:forces:R:3 method="wB97M-V/def2-TZVPD" total_charge=-1 e_tot_ha=-1144.41641 gap_ev=4.47 e_homo_ev=-2.301 largest_force_ev_per_a=1.7
O 0.410386 0.343961 -4.031932 0.014 0.273 -1.674
C 0.297914 1.618366 -4.736114 0.011 0.468 0.435
C 0.105721 1.000657 -6.113050 -0.011 -0.407 0.580
H 1.220904 2.201996 -4.664537 -0.194 0.038 0.315
H -0.573199 2.179661 -4.387994 0.263 0.099 0.198
C 0.288362 -0.331445 -5.325493 -0.115 0.093 -1.302
H 0.884909 1.223290 -6.845663 -0.139 -0.071 0.112
H -0.886404 1.140401 -6.547208 0.145 -0.035 0.030
C 1.532300 -1.056991 -5.780996 0.363 -0.393 0.140
H 2.409455 -0.404023 -5.812319 -0.106 -0.050 0.200
H 1.394150 -1.454637 -6.794867 -0.138 0.180 0.134
H 1.733283 -1.918960 -5.142380 0.146 0.076 0.124
C -0.917872 -1.225555 -5.422282 -0.242 -0.405 0.205
H -1.835675 -0.703003 -5.143547 0.104 -0.032 0.095
H -0.787249 -2.102718 -4.788055 -0.127 -0.002 0.172
H -1.038568 -1.598409 -6.445377 0.086 0.165 0.050
Hg 0.089791 1.677429 4.111787 1.234 -0.918 -0.578
C -2.030901 -0.506737 4.928503 0.078 0.948 0.463
C -1.854037 0.888452 5.145031 -0.893 -1.436 0.401
C -2.101653 1.559371 3.860192 -0.028 -0.166 -0.586
H -1.799848 1.379775 6.119049 0.005 -0.154 -0.371
C -2.417493 0.512670 2.908157 -0.131 0.023 0.573
C -2.362574 -0.719196 3.574733 -0.263 0.673 -0.191
H -2.572336 -1.698057 3.137295 0.257 0.419 0.102
H -1.945792 -1.285449 5.687179 0.203 0.360 -0.348
H -2.393696 2.607719 3.768578 -0.055 -0.361 0.001
H -2.708930 0.672528 1.869211 0.273 -0.014 0.332
C 1.185894 -1.803914 5.223735 -0.224 -0.312 -0.495
C 0.486291 -2.682967 4.349654 0.391 0.390 -0.029
C 0.914858 -2.416404 3.017015 0.292 0.288 0.526
H -0.277662 -3.402288 4.650137 0.184 0.133 -0.098
C 1.882554 -1.372721 3.069164 -0.265 -0.465 0.416
C 2.049659 -0.999300 4.432911 -0.272 -0.038 -0.142
H 2.745750 -0.248177 4.806277 -0.197 -0.194 -0.135
H 1.067515 -1.754059 6.308816 0.064 -0.009 -0.295
H 0.561945 -2.926347 2.118711 0.079 0.125 0.201
H 2.431257 -0.952346 2.224640 -0.230 -0.077 0.259
O 0.368136 0.542375 1.331977 -0.040 1.281 -0.858
C -0.055379 -0.321783 0.266856 0.440 -0.285 0.542
C -0.296170 0.558084 -0.966063 -0.226 -0.192 0.334
H -0.949410 -0.870363 0.622559 0.408 0.222 -0.289
H 0.766898 -1.053710 0.111704 -0.492 0.263 -0.038
C 0.582721 1.795946 -0.717077 0.126 -0.509 0.278
H -1.364614 0.835254 -0.991677 0.363 0.010 -0.163
H -0.019305 0.033422 -1.879595 -0.249 0.153 0.063
C 0.598945 1.879178 0.808815 -0.228 -0.284 0.564
H 0.162783 2.697848 -1.169809 0.204 -0.055 -0.024
H 1.608860 1.623471 -1.076715 -0.349 0.090 -0.084
H -0.209047 2.548354 1.167522 0.149 -0.223 -0.076
H 1.544946 2.248160 1.230532 -0.214 -0.155 -0.108
F 2.071605 2.041176 3.932003 -0.455 0.476 0.037

Record 4
64
Properties=species:S:1:pos:R:3:forces:R:3 method="wB97M-V/def2-TZVPD" total_charge=+2 e_tot_ha=-2493.93392 gap_ev="8.10 / 5.67" e_homo_ev="-14.175 / -14.185" largest_force_ev_per_a=1.0 s_squared=0.756 multiplicity=2
Ir -0.209525 -0.246631 0.085690 0.088 -0.025 0.114
C -2.638105 -0.370327 1.806771 0.015 -0.008 -0.028
C -3.114154 -0.417176 0.367406 0.011 -0.016 0.019
N -2.195660 0.361611 -0.496000 0.176 -0.097 -0.283
C -2.378167 1.842166 -0.520102 0.009 0.043 0.007
C -1.727753 2.574365 0.636759 -0.004 -0.011 -0.018
S -0.100318 1.817728 1.032826 -0.108 0.104 0.205
C -0.347779 1.436320 2.816294 0.014 -0.033 -0.037
C -0.532714 -0.058776 3.061521 0.038 0.042 -0.039
N -1.178691 -0.724189 1.901100 -0.028 -0.157 -0.175
H -3.218889 -1.050928 2.429586 -0.015 0.006 -0.010
H -2.763284 0.626569 2.223526 0.003 0.002 -0.012
H -4.136975 -0.041413 0.293459 -0.001 0.008 0.035
H -3.109537 -1.445691 0.003393 -0.003 0.002 -0.008
H -2.331328 0.077222 -1.465558 -0.041 -0.053 0.044
H -3.442357 2.085795 -0.563903 -0.011 -0.019 0.050
H -1.924345 2.172800 -1.448594 -0.057 -0.018 0.158
H -2.322452 2.587073 1.546264 -0.014 -0.023 0.002
H -1.538425 3.608138 0.352506 0.015 -0.005 0.000
H -1.198134 2.026148 3.148967 -0.004 -0.003 0.033
H 0.520896 1.802508 3.360633 0.020 0.002 -0.045
H -1.108670 -0.225019 3.974497 -0.042 0.016 -0.022
H 0.433868 -0.532068 3.187272 0.097 -0.076 0.061
H -1.117928 -1.729299 2.045753 -0.028 0.004 0.053
O 1.291201 -3.685962 -1.942223 -0.104 -0.031 -0.044
C 0.693321 -2.646769 -1.895667 -0.071 0.278 0.060
O 0.389993 -2.125462 -0.664599 -0.541 -0.719 0.316
C 0.313817 -1.801780 -3.031988 0.078 0.054 0.008
C 0.261448 -2.425834 -4.279925 -0.011 0.040 -0.031
C 0.019936 -1.683342 -5.406851 0.002 -0.017 0.019
C -0.181693 -0.315477 -5.332721 -0.026 0.002 0.001
C -0.149587 0.280617 -4.096857 -0.165 -0.017 -0.258
C 0.145443 -0.399149 -2.895519 -0.086 -0.119 -0.021
O 0.325778 0.317225 -1.805323 0.361 0.154 0.242
N -0.479346 1.707513 -4.042174 0.538 0.126 0.610
O 0.134935 2.468006 -4.740680 -0.168 -0.050 -0.174
O -1.335531 2.028183 -3.226993 -0.117 -0.029 -0.469
N -0.029508 -2.348079 -6.722178 0.045 -0.013 -0.006
O -0.252244 -1.643770 -7.680111 -0.014 0.006 0.000
O 0.161744 -3.543115 -6.736993 -0.017 0.003 0.002
H 0.427040 -3.491883 -4.357386 0.000 -0.003 0.001
H -0.376440 0.263249 -6.226085 -0.006 -0.007 -0.010
C 5.019117 -1.091518 0.660049 0.017 0.031 0.079
N 4.349825 -1.799574 -0.407348 -0.001 -0.003 -0.040
C 4.212533 -3.214681 -0.059054 -0.026 -0.011 0.063
N 3.513831 -3.402331 1.223948 0.061 -0.030 -0.023
C 4.204536 -2.706942 2.287998 0.020 0.022 0.033
N 4.227189 -1.292678 1.888925 0.014 -0.066 -0.071
C 3.010668 -0.625599 1.965519 -0.157 0.039 -0.146
P 1.754313 -1.413997 0.515625 0.553 0.632 -0.103
C 3.085132 -1.186872 -0.766042 -0.129 -0.125 -0.088
C 2.101243 -3.156632 1.166988 -0.151 0.093 -0.045
H 5.089216 -0.027094 0.444151 -0.005 -0.003 -0.010
H 6.013923 -1.502074 0.822458 0.001 0.001 -0.004
H 5.206055 -3.653321 0.027611 0.001 0.000 -0.011
H 3.657378 -3.730503 -0.841099 0.004 -0.004 -0.008
H 5.226994 -3.067494 2.377086 0.000 0.001 -0.004
H 3.685617 -2.819141 3.238518 -0.005 -0.004 -0.006
H 3.089123 0.430015 1.702828 0.021 -0.004 0.013
H 2.538569 -0.795828 2.930632 -0.087 0.046 0.025
H 3.210147 -0.115274 -0.930327 0.000 0.006 -0.005
H 2.746560 -1.619640 -1.707007 0.051 0.054 -0.007
H 1.641937 -3.824953 0.440178 0.001 -0.024 0.013
H 1.644512 -3.309568 2.146670 -0.002 0.008 -0.003